(1)
# C45H97Br2F2N8O22S2

A cluster of 13 separate species, C45H97Br2F2N8O22S2 in total at a distorted geometry (ωB97M-V with the def2-TZVPD basis set, OMol25).

```
178
C45H97Br2F2N8O22S2 | OMol25 | ωB97M-V with the def2-TZVPD basis set
C 3.58 -1.20 3.49
C 2.95 -0.35 2.31
C 1.84 0.60 2.78
C 2.23 1.87 3.45
C 3.24 2.64 2.57
C 4.56 1.82 2.26
N 4.15 0.44 1.74
O 5.13 -0.24 1.06
C 5.37 1.71 3.57
C 5.36 2.57 1.13
C 2.42 -1.28 1.23
H 4.46 -1.75 3.17
H 2.84 -1.89 3.91
H 3.91 -0.63 4.36
H 1.11 0.02 3.34
H 1.32 0.84 1.85
H 2.71 1.62 4.40
H 1.37 2.53 3.57
H 3.62 3.52 3.09
H 2.74 2.95 1.65
H 5.85 2.65 3.84
H 6.21 1.01 3.58
H 4.83 1.52 4.49
H 4.87 2.52 0.16
H 6.31 2.09 0.92
H 5.51 3.61 1.43
H 3.17 -2.05 1.07
H 2.22 -0.79 0.28
H 1.51 -1.81 1.50
C 3.90 -1.58 -5.87
C 4.55 -0.62 -4.82
N 3.67 -0.04 -3.73
C 3.27 -1.15 -2.79
C 4.41 1.04 -2.94
C 5.85 0.74 -2.53
C 2.34 0.56 -4.28
C 2.54 1.65 -5.40
O 1.29 1.97 -6.00
C 0.23 2.25 -5.08
H 3.14 -2.24 -5.45
H 4.66 -2.23 -6.30
H 3.43 -1.11 -6.73
H 5.03 0.18 -5.37
H 5.30 -1.16 -4.23
H 2.67 -1.83 -3.40
H 2.65 -0.70 -2.02
H 4.07 -1.74 -2.35
H 3.80 1.31 -2.08
H 4.40 1.90 -3.62
H 6.57 0.55 -3.32
H 6.04 -0.18 -1.99
H 6.38 1.49 -1.95
H 1.69 0.87 -3.46
H 1.83 -0.26 -4.78
H 3.14 1.31 -6.24
H 3.08 2.54 -5.09
H -0.69 2.46 -5.63
H 0.51 3.15 -4.53
H -0.09 1.36 -4.53
C -3.77 -1.81 -1.10
C -3.44 -0.45 -0.44
N -1.96 0.00 -0.61
C -1.46 0.24 -2.11
C -1.75 1.25 0.28
C -2.28 2.56 -0.35
C -1.02 -1.11 -0.13
C -1.35 -1.81 1.23
O -1.47 -0.85 2.27
C -1.55 -1.51 3.54
H -3.91 -1.77 -2.18
H -4.65 -2.21 -0.60
H -3.09 -2.66 -0.99
H -3.60 -0.45 0.64
H -3.92 0.44 -0.85
H -2.11 0.98 -2.58
H -1.55 -0.71 -2.63
H -0.39 0.45 -2.13
H -0.69 1.28 0.54
H -2.31 1.12 1.20
H -3.32 2.49 -0.70
H -1.67 2.88 -1.19
H -2.23 3.28 0.46
H -0.05 -0.64 0.03
H -0.93 -1.86 -0.91
H -0.68 -2.65 1.37
H -2.28 -2.35 1.06
H -1.97 -2.51 3.46
H -2.20 -0.95 4.21
H -0.57 -1.54 4.01
C 2.63 -6.37 -2.35
C 1.38 -5.86 -2.43
C 1.05 -4.51 -1.85
O -0.15 -4.01 -1.91
C 1.97 -3.79 -1.11
C 3.34 -4.25 -1.08
C 3.74 -5.67 -1.73
O 4.98 -5.88 -1.91
O 4.27 -3.63 -0.58
O 0.42 -6.60 -2.99
H 2.79 -7.38 -2.69
H 1.74 -2.79 -0.78
N -1.51 -3.76 -4.74
S -2.76 -3.07 -5.39
O -2.98 -3.23 -6.81
O -3.36 -1.93 -4.72
F -3.75 -4.20 -4.82
S -0.52 -2.66 -5.52
O -0.49 -1.33 -4.94
O -0.31 -2.84 -6.94
F 0.84 -3.37 -4.94
O 1.52 1.38 -0.78
H 1.37 2.23 -0.33
C -4.78 4.84 -3.02
N -3.68 4.41 -3.93
O -3.90 4.57 -5.14
O -2.62 4.04 -3.54
H -5.11 5.85 -3.28
H -4.39 4.80 -2.01
H -5.56 4.10 -3.22
C -5.68 -4.82 -2.00
N -7.01 -5.46 -2.03
O -8.03 -4.81 -2.50
O -7.12 -6.63 -1.68
H -5.20 -4.98 -2.97
H -5.12 -5.30 -1.19
H -5.92 -3.77 -1.85
C 0.70 4.53 -0.40
N 0.00 5.76 -0.83
O -0.94 6.15 -0.24
O 0.34 6.22 -1.85
H 0.31 3.72 -1.02
H 0.39 4.18 0.58
H 1.78 4.68 -0.53
C 1.90 -6.23 1.98
N 1.90 -5.13 2.97
O 2.28 -5.29 4.12
O 1.47 -4.07 2.60
H 2.89 -6.66 2.10
H 1.81 -5.75 1.01
H 1.07 -6.89 2.22
Br -0.35 -3.15 6.20
C -0.33 -5.06 6.95
C -1.62 -5.80 6.71
Br -1.64 -7.50 7.72
H -0.24 -5.01 8.04
H 0.48 -5.66 6.55
H -1.58 -6.16 5.68
H -2.45 -5.15 6.99
C 1.61 6.30 3.16
C 0.41 6.13 4.08
O -0.25 4.88 3.81
C -1.41 4.55 4.56
C -1.97 3.17 4.10
H 2.09 7.28 3.20
H 2.32 5.47 3.24
H 1.19 6.35 2.16
H 0.64 6.23 5.14
H -0.25 6.92 3.73
H -1.26 4.67 5.63
H -2.17 5.33 4.42
H -2.95 2.96 4.52
H -1.25 2.38 4.29
H -2.14 3.17 3.02
C -6.37 3.84 0.43
C -5.77 3.43 1.73
O -5.83 2.05 1.86
C -5.31 1.69 3.14
C -5.85 0.30 3.40
H -7.41 3.54 0.29
H -6.53 4.92 0.35
H -5.70 3.56 -0.38
H -4.78 3.86 1.87
H -6.32 3.99 2.49
H -4.23 1.74 3.05
H -5.72 2.30 3.94
H -5.30 -0.12 4.25
H -5.67 -0.37 2.55
H -6.93 0.32 3.59
```

Calculated values
Gap between HOMO and LUMO = 2.2 eV
Total charge = -1
Lowest unoccupied orbital energy = -1.54 eV
2S+1 = 1
Max |F| = 6.6 eV/Å

(2)
# C46H104N6O14

A cluster of 7 separate species, C46H104N6O14 in total at a distorted geometry (ωB97M-V with the def2-TZVPD basis set, OMol25).

```
170
C46H104N6O14 | OMol25 | ωB97M-V with the def2-TZVPD basis set
C -4.30 -2.54 4.83
O -4.12 -3.01 3.51
C -2.80 -3.51 3.30
C -2.24 -2.92 2.04
C -3.11 -3.25 0.82
C -2.28 -3.18 -0.48
C -2.70 -2.06 -1.43
C -2.74 -0.67 -0.76
C -1.62 0.22 -1.32
C -0.28 -0.39 -0.89
C 0.45 0.35 0.24
C 0.47 -0.43 1.57
C 1.77 -0.35 2.31
C 2.72 -1.56 2.19
C 2.55 -2.47 1.02
O 2.82 -3.66 1.11
O 2.10 -1.95 -0.16
C 2.94 -2.23 -1.27
C 2.43 -3.29 -2.18
O 3.95 -1.60 -1.42
O 2.53 0.86 2.01
C 1.89 1.86 2.68
O 1.95 3.05 2.42
O 1.14 1.32 3.69
C 1.61 -0.05 3.80
C 0.83 -0.95 4.68
C 1.05 -0.57 6.16
C -0.05 0.30 6.70
O -1.25 -0.45 6.71
C -2.40 0.34 6.87
H -5.36 -2.38 5.00
H -3.79 -1.59 4.95
H -3.94 -3.26 5.56
H -2.88 -4.59 3.22
H -2.15 -3.30 4.15
H -1.26 -3.37 1.90
H -2.13 -1.85 2.16
H -3.51 -4.25 0.98
H -3.91 -2.53 0.78
H -1.22 -3.15 -0.26
H -2.47 -4.11 -1.00
H -3.65 -2.30 -1.88
H -1.95 -2.03 -2.20
H -3.70 -0.19 -0.87
H -2.57 -0.74 0.31
H -1.73 0.28 -2.40
H -1.70 1.24 -0.94
H -0.41 -1.42 -0.62
H 0.37 -0.39 -1.76
H 0.00 1.32 0.38
H 1.45 0.56 -0.11
H 0.21 -1.46 1.35
H -0.34 -0.01 2.15
H 2.69 -2.19 3.06
H 3.73 -1.17 2.14
H 3.08 -4.14 -2.14
H 1.41 -3.57 -1.97
H 2.43 -2.88 -3.18
H 2.64 0.05 4.14
H 1.10 -1.98 4.54
H -0.24 -0.87 4.51
H 1.20 -1.44 6.79
H 1.96 0.02 6.21
H 0.20 0.55 7.74
H -0.14 1.23 6.15
H -2.66 0.40 7.93
H -3.22 -0.11 6.33
H -2.27 1.35 6.51
C -1.07 -7.72 1.88
O -0.50 -6.43 1.86
C 0.91 -6.39 1.72
C 1.42 -6.53 0.28
C 1.36 -7.95 -0.27
N 0.70 -5.64 -0.63
H -0.42 -8.45 2.37
H -1.31 -8.06 0.87
H -2.01 -7.66 2.44
H 1.21 -5.41 2.09
H 1.38 -7.14 2.38
H 2.47 -6.23 0.29
H 0.35 -8.24 -0.55
H 1.98 -8.03 -1.16
H 1.73 -8.68 0.46
H 0.83 -4.68 -0.31
H -0.29 -5.80 -0.50
C 4.09 7.70 -0.78
O 3.71 6.74 0.19
C 2.42 6.92 0.73
C 1.27 6.36 -0.12
C 0.93 7.23 -1.33
N 1.54 4.99 -0.57
H 3.68 8.68 -0.56
H 3.79 7.38 -1.79
H 5.18 7.76 -0.77
H 2.43 6.37 1.68
H 2.25 7.98 0.99
H 0.39 6.33 0.52
H 1.65 7.10 -2.14
H -0.05 6.94 -1.72
H 0.89 8.28 -1.06
H 1.67 4.40 0.24
H 2.45 4.99 -1.02
C -4.29 2.69 1.09
O -4.79 2.03 -0.05
C -6.17 1.74 -0.04
C -7.09 2.90 -0.44
C -7.26 3.96 0.64
N -6.63 3.55 -1.67
H -4.81 2.36 2.00
H -4.37 3.77 1.00
H -3.23 2.44 1.18
H -6.30 0.94 -0.77
H -6.46 1.32 0.94
H -8.07 2.47 -0.64
H -6.39 4.61 0.72
H -8.12 4.60 0.41
H -7.44 3.50 1.62
H -6.62 2.86 -2.42
H -5.65 3.79 -1.54
C 7.93 9.12 2.31
O 7.32 9.02 3.58
C 6.06 8.37 3.59
C 6.11 6.84 3.60
C 6.46 6.24 2.24
N 7.05 6.33 4.61
H 7.19 9.27 1.52
H 8.54 8.24 2.09
H 8.59 9.99 2.33
H 5.58 8.70 4.52
H 5.43 8.74 2.77
H 5.11 6.49 3.86
H 7.53 6.32 2.02
H 6.22 5.18 2.23
H 5.90 6.72 1.44
H 6.75 6.64 5.53
H 7.94 6.79 4.47
C 0.85 -5.69 -5.18
O 1.84 -4.67 -5.15
C 3.16 -5.11 -5.36
C 3.55 -5.31 -6.83
C 2.98 -6.58 -7.45
N 3.17 -4.16 -7.66
H 1.23 -6.63 -4.77
H 0.48 -5.85 -6.19
H 0.02 -5.35 -4.56
H 3.80 -4.32 -4.95
H 3.36 -6.01 -4.77
H 4.64 -5.39 -6.86
H 1.92 -6.47 -7.70
H 3.50 -6.81 -8.38
H 3.09 -7.43 -6.78
H 3.64 -3.33 -7.32
H 2.19 -3.97 -7.50
C -2.86 -1.26 -4.99
O -2.86 0.08 -4.53
C -3.28 1.05 -5.46
C -4.80 1.19 -5.58
C -5.47 0.08 -6.39
N -5.43 1.27 -4.26
H -2.60 -1.35 -6.05
H -3.83 -1.72 -4.81
H -2.12 -1.80 -4.40
H -2.88 2.00 -5.07
H -2.80 0.89 -6.44
H -4.99 2.13 -6.10
H -5.55 -0.84 -5.82
H -6.48 0.38 -6.66
H -4.91 -0.13 -7.31
H -5.05 2.07 -3.76
H -5.09 0.47 -3.72
```

Calculated values
Gap between HOMO and LUMO = 9.4 eV
Lowest unoccupied orbital energy = 0.50 eV
2S+1 = 1
Max |F| = 2.9 eV/Å
SMILES = COCCCCCCCCCC[C@@]1(CC(=O)OC(C)=O)OC(=O)O[C@H]1CCCOC.COC[C@@H](C)N.COC[C@@H](C)N.COC[C@@H](C)N.COC[C@@H](C)N.COC[C@@H](C)N.COC[C@@H](C)N